Formula: C14H14Cl42
Source: the Open Molecules 2025 dataset
Level of theory: ωB97M-V/def2-TZVPD

The value obtained for the HOMO energy is -11.08 eV. The HOMO-LUMO gap is 11.127 eV. The total charge is 0.

Each line ends with the Mulliken charge.
Positions of all 70 atoms, in Å:
Cl  0.429  -3.839  3.523  0.004
Cl  -5.769  1.168  1.765  -0.119
Cl  -5.406  -3.321  -2.717  -0.107
Cl  -1.145  3.204  1.072  0.090
Cl  -2.004  -7.052  0.236  -0.131
Cl  1.670  -1.605  0.020  0.065
Cl  -0.986  -0.884  0.749  0.074
Cl  -2.435  5.685  1.489  -0.137
Cl  4.453  -4.992  -0.648  -0.138
Cl  -0.547  4.765  3.595  -0.139
Cl  2.406  -4.220  5.670  -0.129
Cl  2.176  5.313  1.393  -0.117
Cl  7.561  1.360  -1.166  -0.140
Cl  -4.186  1.402  -0.822  -0.092
Cl  0.287  0.397  -1.647  0.046
Cl  -5.059  -1.358  5.920  -0.155
Cl  0.943  0.425  -6.552  -0.144
Cl  -5.012  -3.966  4.505  -0.094
Cl  5.213  2.622  -0.096  -0.079
Cl  1.747  -5.174  -1.596  -0.109
Cl  -4.459  5.856  -3.118  -0.144
Cl  3.208  1.710  2.312  0.043
Cl  2.728  1.912  5.211  -0.117
Cl  2.509  -6.398  0.935  -0.121
Cl  -2.556  -4.394  1.075  -0.024
Cl  5.657  -0.302  0.135  -0.089
Cl  0.956  0.102  3.601  -0.056
Cl  -4.734  -1.216  0.483  -0.081
Cl  5.422  1.709  -4.342  -0.103
Cl  -1.923  7.082  -2.303  -0.115
Cl  3.346  -3.505  3.042  -0.089
Cl  -2.181  -6.456  3.073  -0.085
Cl  -2.682  -2.362  4.640  -0.072
Cl  -4.661  -6.032  -3.765  -0.148
Cl  0.121  2.793  -5.049  -0.099
Cl  -1.859  0.804  -5.877  -0.124
Cl  -2.621  -3.928  -3.287  -0.098
Cl  3.736  5.766  -1.012  -0.117
Cl  4.012  4.114  -4.741  -0.100
Cl  0.827  5.277  -1.112  0.008
Cl  2.895  2.269  -2.800  0.037
Cl  -2.352  4.137  -2.184  -0.011
C  2.758  -4.996  -0.158  0.794
C  -4.412  -2.359  4.560  0.404
C  5.844  1.112  -0.844  0.379
C  -0.966  4.840  1.839  0.383
C  1.977  1.643  3.639  0.424
C  -1.649  -5.911  1.533  0.353
C  3.842  2.435  -4.382  0.269
C  2.316  4.851  -0.330  0.328
C  2.028  -3.296  4.190  0.195
C  -4.176  -4.574  -2.765  0.279
C  -0.192  1.065  -5.318  0.512
C  -3.048  5.780  -2.075  0.172
C  -4.444  0.538  0.754  0.228
C  0.122  -1.069  -0.581  -0.156
H  -3.453  5.920  -1.090  0.085
H  -0.137  5.316  1.308  -0.217
H  2.014  -2.202  4.435  0.034
H  2.527  3.746  -0.420  -0.091
H  3.183  1.998  -5.113  -0.017
H  -4.026  -4.897  -1.742  0.058
H  -3.510  0.652  1.275  0.011
H  5.388  0.903  -1.792  -0.123
H  1.288  2.401  3.510  -0.291
H  -4.644  -1.809  3.635  -0.090
H  -0.298  -1.841  -1.241  0.114
H  2.594  -4.076  0.324  -0.481
H  -0.038  0.617  -4.331  -0.180
H  -0.615  -5.658  1.570  -0.118